{
  "formula": "C3H4F2OS",
  "method": "ωB97M-V/def2-TZVPD",
  "symbols": ["O", "S", "C", "C", "F", "C", "F", "H", "H", "H", "H"],
  "positions_angstrom": [[-1.55, -1.92, -0.01], [-0.68, -1.86, -1.39], [0.15, -0.52, -0.89], [-0.21, 0.31, 0.10], [-0.95, -0.03, 1.13], [0.67, 1.46, 0.43], [1.57, 1.90, -0.51], [-1.43, -2.70, 0.50], [1.01, -0.14, -1.53], [0.16, 2.30, 0.87], [1.25, 1.20, 1.30]],
  "smiles": "OS/C=C(\\F)CF",
  "e_tot_ha": -789.7760,
  "e_above_lowest_kcal_mol": 57.06,
  "lumo_energy_ev": 0.5,
  "spin_multiplicity": 1,
  "homo_lumo_gap_ev": 8.60,
  "homo_energy_ev": -8.128
}

{
  "formula": "C3H10N2O",
  "method": "ωB97M-V/def2-TZVPD",
  "symbols": ["C", "N", "O", "H", "H", "H", "C", "N", "C", "H", "H", "H", "H", "H", "H", "H"],
  "positions_angstrom": [[-3.03, -0.91, -0.55], [-2.23, -0.22, 0.56], [-2.60, -0.18, 1.73], [-4.06, -1.03, -0.33], [-2.73, -0.80, -1.49], [-1.14, 0.00, 0.30], [1.29, -0.60, 0.77], [0.98, 0.20, -0.47], [1.88, 1.35, -0.57], [2.10, -1.27, 0.44], [1.68, 0.13, 1.52], [0.40, -1.20, 1.04], [1.19, -0.39, -1.34], [1.73, 1.89, -1.52], [1.59, 2.01, 0.21], [2.95, 1.02, -0.31]],
  "smiles": "C=[NH+][O-].CNC",
  "e_tot_ha": -304.8766,
  "e_above_lowest_kcal_mol": 124.27,
  "lumo_energy_ev": [0.8, 0.5],
  "spin_multiplicity": 1,
  "homo_lumo_gap_ev": [9.33, 8.93],
  "homo_energy_ev": [-8.484, -8.395]
}

{
  "formula": "C6H38NO13",
  "method": "ωB97M-V/def2-TZVPD",
  "symbols": ["C", "O", "C", "C", "C", "C", "C", "N", "H", "H", "H", "H", "H", "H", "H", "H", "H", "H", "H", "H", "H", "H", "H", "H", "O", "H", "H", "O", "H", "H", "O", "H", "H", "O", "H", "H", "O", "H", "H", "O", "H", "H", "O", "H", "H", "O", "H", "H", "O", "H", "H", "O", "H", "H", "O", "H", "H", "O"],
  "positions_angstrom": [[0.52, 0.87, -0.46], [0.19, 1.22, -1.74], [-0.63, -0.15, 0.00], [-0.50, -0.27, 1.54], [0.70, -0.97, 1.90], [1.23, -2.03, 1.04], [0.39, -3.30, 1.21], [-1.99, 0.37, -0.29], [1.52, 0.45, -0.43], [0.67, 1.84, 0.04], [-0.44, -1.24, -0.40], [-0.55, 0.74, 1.93], [-1.33, -0.99, 1.90], [0.52, -1.35, 2.95], [1.52, -0.22, 2.14], [2.29, -2.28, 1.36], [1.31, -1.61, 0.07], [0.58, -4.03, 0.37], [0.76, -4.05, 2.12], [-0.69, -3.09, 1.27], [-2.65, -0.37, -0.21], [-2.08, 0.80, -1.21], [-2.25, 4.09, -0.48], [-1.44, 2.77, -0.07], [-1.76, 3.66, 0.26], [2.31, -3.24, -1.69], [1.91, -1.91, -2.39], [2.74, -2.63, -2.27], [-0.78, -1.70, -2.57], [-0.62, -3.20, -2.62], [-1.12, -2.50, -2.28], [-1.97, -0.03, -3.79], [-2.31, -0.02, -5.20], [-2.73, 0.14, -4.29], [0.81, 2.80, -2.45], [0.43, 4.25, -1.93], [1.17, 3.67, -2.40], [4.12, 0.04, 1.51], [3.27, 1.43, 1.90], [3.62, 0.55, 2.19], [0.34, 0.40, -2.40], [1.28, -0.69, -3.68], [1.01, -0.91, -2.92], [-2.86, -2.87, -1.20], [-3.94, -3.56, -0.30], [-3.47, -2.78, -0.37], [3.87, -0.28, -0.82], [3.96, -1.83, -0.41], [4.24, -0.88, -0.23], [-2.15, 3.49, 3.72], [-2.18, 4.20, 2.34], [-1.67, 4.01, 3.16], [0.47, 3.88, 2.35], [1.98, 3.90, 2.29], [1.28, 3.89, 2.83], [-2.66, 1.09, 3.45], [-2.94, 0.10, 2.38], [-3.31, 0.33, 3.24]],
  "e_tot_ha": -1284.2297,
  "e_above_lowest_kcal_mol": 130.65,
  "lumo_energy_ev": 2.5,
  "spin_multiplicity": 1,
  "homo_lumo_gap_ev": 8.95,
  "homo_energy_ev": -6.449,
  "charge": -1
}

{
  "formula": "C4H5NO2S",
  "method": "ωB97M-V/def2-TZVPD",
  "symbols": ["S", "C", "O", "C", "C", "C", "N", "O", "H", "H", "H", "H", "H"],
  "positions_angstrom": [[3.42, -0.22, -0.19], [1.86, -0.12, 0.04], [1.11, 0.92, -0.37], [-0.10, 1.17, 0.32], [-1.29, 0.26, -0.18], [-0.84, -1.19, -0.36], [0.21, -1.81, -0.07], [1.19, -1.08, 0.63], [0.04, 0.75, 1.34], [-0.30, 2.27, 0.24], [-1.73, 0.59, -1.14], [-2.06, 0.24, 0.64], [-1.50, -1.78, -0.90]],
  "smiles": "S=C1OCCC=NO1",
  "e_tot_ha": -758.7310,
  "e_above_lowest_kcal_mol": 93.55,
  "lumo_energy_ev": 0.5,
  "spin_multiplicity": 1,
  "homo_lumo_gap_ev": 9.25,
  "homo_energy_ev": -8.791
}

{
  "formula": "C7H8IMoN3O3S2",
  "method": "ωB97M-V/def2-TZVPD",
  "symbols": ["Mo", "O", "N", "C", "C", "C", "C", "C", "S", "H", "H", "H", "H", "O", "S", "N", "N", "C", "O", "C", "I", "H", "H", "H", "H"],
  "positions_angstrom": [[1.28, 0.16, 0.47], [-0.34, -0.52, -0.30], [-0.63, -1.78, -0.70], [-1.81, -2.05, -1.26], [-2.09, -3.37, -1.59], [-1.15, -4.36, -1.34], [0.08, -4.03, -0.78], [0.34, -2.71, -0.46], [1.82, -2.09, 0.17], [-2.48, -1.21, -1.41], [-3.04, -3.60, -2.05], [-1.37, -5.39, -1.59], [0.84, -4.79, -0.59], [4.72, 2.29, 0.01], [4.54, 1.06, 0.68], [3.03, 0.60, 0.60], [-0.62, 3.14, 2.41], [-0.20, 2.94, 1.21], [0.35, 1.79, 0.89], [-0.31, 3.96, 0.12], [-1.09, 5.84, 0.70], [-0.56, 2.43, 3.13], [-1.03, 4.04, 2.64], [-0.96, 3.54, -0.65], [0.68, 4.10, -0.31]],
  "e_tot_ha": -1822.6184,
  "e_above_lowest_kcal_mol": 48.30,
  "lumo_energy_ev": [-13.9, -13.3],
  "spin_multiplicity": 2,
  "homo_lumo_gap_ev": [4.02, 4.68],
  "homo_energy_ev": [-17.940, -17.942],
  "s2": 1.068,
  "charge": 3
}

{
  "formula": "C4H8ClOP",
  "method": "ωB97M-V/def2-TZVPD",
  "symbols": ["C", "C", "C", "C", "O", "P", "Cl", "H", "H", "H", "H", "H", "H", "H", "H"],
  "positions_angstrom": [[-1.08, 0.11, -0.79], [-0.05, 0.44, -0.07], [0.26, 1.97, 0.11], [1.47, -1.97, 0.95], [-1.72, -1.11, -1.05], [1.62, -0.16, 0.81], [2.70, -0.11, -0.97], [-2.41, -0.92, -1.73], [-1.66, 1.06, -1.10], [1.29, 2.26, -0.06], [-0.42, 2.69, -0.34], [0.25, 2.19, 1.16], [0.70, -2.33, 1.81], [1.40, -2.50, 0.03], [2.44, -2.30, 1.28]],
  "e_tot_ha": -1033.7820,
  "e_above_lowest_kcal_mol": 70.32,
  "lumo_energy_ev": [0.6, -3.1],
  "spin_multiplicity": 3,
  "homo_lumo_gap_ev": [5.62, 6.06],
  "homo_energy_ev": [-5.044, -9.151],
  "s2": 2.005
}

{
  "formula": "C2Cl2S",
  "method": "ωB97M-V/def2-TZVPD",
  "symbols": ["Cl", "C", "C", "Cl", "S"],
  "positions_angstrom": [[2.10, -0.82, 0.00], [0.65, -0.03, 0.00], [-0.65, -0.03, 0.00], [-2.10, -0.82, 0.00], [0.00, 1.71, 0.00]],
  "smiles": "ClC1=C(Cl)S1",
  "e_tot_ha": -1394.6784,
  "e_above_lowest_kcal_mol": 16.99,
  "lumo_energy_ev": 0.4,
  "spin_multiplicity": 1,
  "homo_lumo_gap_ev": 8.52,
  "homo_energy_ev": -8.129
}

{
  "formula": "C31H32GeI2N3O3W",
  "method": "ωB97M-V/def2-TZVPD",
  "symbols": ["W", "C", "O", "C", "C", "C", "C", "C", "C", "N", "N", "C", "O", "C", "C", "C", "C", "C", "C", "C", "O", "H", "H", "H", "H", "H", "H", "H", "H", "H", "H", "H", "H", "C", "C", "C", "C", "N", "C", "C", "C", "C", "C", "C", "C", "H", "H", "H", "H", "H", "H", "H", "H", "I", "C", "I", "H", "H", "C", "Ge", "C", "C", "C", "H", "H", "H", "H", "H", "H", "H", "H", "H", "H"],
  "positions_angstrom": [[0.29, -0.45, 0.15], [-4.19, -1.31, -0.65], [-4.52, 0.05, -0.92], [-3.53, 0.92, -1.27], [-3.95, 2.07, -1.93], [-3.04, 3.02, -2.38], [-1.69, 2.84, -2.15], [-1.26, 1.74, -1.43], [0.15, 1.54, -1.04], [0.51, 1.65, 0.28], [1.87, 2.01, 0.44], [2.65, 1.11, -0.07], [2.18, -0.04, -0.48], [4.10, 1.37, -0.19], [4.67, 2.55, 0.30], [6.03, 2.77, 0.15], [6.82, 1.83, -0.49], [6.26, 0.66, -0.98], [4.90, 0.43, -0.82], [-2.16, 0.75, -1.00], [-1.65, -0.30, -0.38], [-5.15, -1.83, -0.55], [-3.62, -1.42, 0.27], [-3.63, -1.75, -1.47], [-5.01, 2.20, -2.09], [-3.39, 3.90, -2.91], [-0.96, 3.58, -2.49], [0.88, 1.95, -1.74], [4.03, 3.27, 0.79], [6.47, 3.68, 0.54], [7.89, 2.00, -0.61], [6.87, -0.08, -1.49], [4.45, -0.49, -1.18], [0.61, -1.38, -4.14], [-0.24, -2.48, -4.28], [-0.74, -3.05, -3.13], [-0.45, -2.53, -1.88], [0.33, -1.42, -1.75], [0.85, -0.90, -2.88], [-0.84, -3.13, -0.61], [-1.58, -4.32, -0.54], [-1.79, -4.94, 0.67], [-1.24, -4.39, 1.82], [-0.56, -3.18, 1.75], [-0.35, -2.49, 0.56], [1.06, -0.91, -5.00], [-0.46, -2.89, -5.25], [-1.37, -3.93, -3.21], [1.52, -0.06, -2.74], [-1.97, -4.77, -1.45], [-2.37, -5.86, 0.72], [-1.36, -4.89, 2.77], [-0.14, -2.80, 2.67], [3.12, -2.71, 0.73], [3.88, -1.41, 2.30], [1.34, -0.27, 2.71], [4.67, -0.82, 1.84], [4.31, -2.08, 3.05], [-1.06, 1.96, 4.47], [-1.64, 1.60, 2.59], [-3.57, 1.12, 2.67], [-1.62, 3.36, 1.69], [-0.74, -0.05, 2.04], [-1.77, 2.62, 4.98], [-0.08, 2.44, 4.46], [-0.98, 1.03, 5.02], [-4.16, 1.92, 3.12], [-3.74, 0.21, 3.25], [-3.96, 0.95, 1.66], [-2.01, 4.10, 2.40], [-2.26, 3.34, 0.81], [-0.62, 3.66, 1.39], [-1.30, -0.86, 2.52]],
  "e_tot_ha": -4329.8310,
  "e_above_lowest_kcal_mol": 94.90,
  "lumo_energy_ev": 1.5,
  "spin_multiplicity": 1,
  "homo_lumo_gap_ev": 4.88,
  "homo_energy_ev": -3.416,
  "charge": -1
}

{
  "formula": "C6H10N2",
  "method": "ωB97M-V/def2-TZVPD",
  "symbols": ["C", "C", "C", "N", "C", "C", "H", "H", "H", "H", "H", "C", "N", "H", "H", "H", "H", "H"],
  "positions_angstrom": [[2.63, 0.97, 0.74], [1.98, 1.35, -0.39], [1.30, 0.46, -1.18], [1.27, -0.89, -0.97], [1.83, -1.28, 0.28], [2.62, -0.36, 1.11], [3.02, 1.72, 1.49], [1.62, 2.39, -0.77], [0.66, 0.79, -2.00], [1.80, -2.34, 0.50], [3.23, -0.63, 1.89], [-4.55, 0.05, 0.84], [-4.55, -0.26, -0.62], [-5.46, 0.69, 0.82], [-4.49, -0.73, 1.71], [-3.72, 0.73, 0.91], [-3.55, -0.48, -1.05], [-5.01, -1.26, -0.73]],
  "smiles": "c1ccncc1.CN",
  "e_tot_ha": -344.0435,
  "e_above_lowest_kcal_mol": 58.47,
  "lumo_energy_ev": 0.7,
  "spin_multiplicity": 1,
  "homo_lumo_gap_ev": 10.18,
  "homo_energy_ev": -9.463
}